(1)
A single C4H10N2O molecule in a non-equilibrium geometry. Source: the Open Molecules 2025 dataset; level of theory: ωB97M-V/def2-TZVPD.

The geometry in XYZ format:
```
17
Properties=species:S:1:pos:R:3:forces:R:3
N 0.599 0.301 2.154 2.5 -0.8 1.5
C 1.186 0.112 0.819 -1.1 2.8 -0.7
C 0.757 -1.137 0.101 3.3 0.4 -3.1
N -0.067 -0.971 -1.061 -2.4 2.3 0.6
C -1.299 0.011 -0.809 -0.8 -3.3 -0.9
C -1.189 1.493 -1.301 0.2 -5.6 2.8
O -1.395 1.638 -2.425 -0.7 2.4 -4.7
H -0.364 0.140 2.046 -1.4 -0.3 0.3
H 0.966 -0.346 2.947 -0.7 1.4 -2.2
H 2.272 0.314 0.753 -0.5 -0.3 0.6
H 0.730 1.026 0.152 1.2 -2.0 1.6
H 0.315 -1.884 0.644 -1.2 -1.4 2.1
H 1.681 -1.628 -0.321 -0.6 0.2 0.5
H 0.328 -0.474 -1.841 1.0 -0.2 -0.2
H -1.928 -0.682 -1.523 0.0 2.5 1.3
H -1.731 -0.052 0.223 0.7 -0.2 -0.7
H -0.862 2.140 -0.558 0.5 2.3 1.3
```
Forces are in eV/Å.

## Properties
Relative energy (zero: lowest compared OMol25 entry of this formula, charge and spin), kcal per mole: 95.11
SMILES: NCCNCC=O
Calculated total energy, eV: -9334.86332
Frontier orbital gap, Eh: 0.363

=====

(2)
5 unconnected molecules or ions with the total composition C71H53FO13 in a non-equilibrium geometry. Source: the Open Molecules 2025 dataset; level of theory: ωB97M-V/def2-TZVPD.

The geometry in XYZ format:
```
138
Properties=species:S:1:pos:R:3:forces:R:3
C 3.105 0.525 -0.735 0.3 0.5 -0.9
C 1.761 1.520 -0.731 1.0 -1.1 -0.6
C 1.887 2.465 -2.064 -0.5 0.2 -0.1
C 0.680 3.618 -2.178 1.1 -0.1 0.3
C 0.894 4.688 -0.954 -1.2 1.0 0.1
C -0.803 2.925 -2.248 -2.0 -1.2 -3.7
C -1.327 2.498 -3.608 0.5 0.9 3.2
C -0.467 2.650 -5.012 -1.0 -1.0 0.2
O -0.551 1.304 -5.671 -1.4 4.3 -2.3
O -0.065 0.505 -4.726 2.1 -4.5 3.1
C -2.849 1.828 -3.788 -3.0 -0.6 -3.8
O -3.475 1.742 -4.971 4.2 0.7 6.8
C -3.700 1.271 -2.475 2.1 1.6 2.3
O -4.902 0.452 -2.716 1.8 3.2 0.6
C -3.164 1.665 -1.137 -1.9 -1.5 -2.9
C -3.998 1.082 0.191 0.8 1.0 0.6
C -3.103 -0.009 1.066 0.2 0.4 -1.1
C -2.316 -1.108 0.099 -0.6 -0.6 0.9
F -3.202 -1.564 -1.035 1.9 1.2 2.3
C -1.808 2.632 -0.980 0.1 1.0 4.9
O -1.612 3.099 0.284 -0.8 -2.7 -7.9
H 3.889 0.971 -1.517 -1.6 -1.0 1.8
H 3.649 0.506 0.303 -1.2 -0.3 -2.0
H 2.842 -0.556 -1.152 0.6 2.3 1.2
H 0.824 0.787 -0.826 1.8 2.0 0.4
H 1.770 2.113 0.283 -0.3 -1.1 -2.2
H 1.918 1.785 -3.044 -0.3 1.4 2.2
H 2.897 3.068 -2.064 -1.9 -1.2 0.2
H 0.941 4.213 -3.180 -1.1 -1.4 2.1
H 1.666 5.547 -1.241 -1.5 -2.1 0.5
H 1.176 4.200 0.072 -0.5 0.9 -2.2
H -0.138 5.261 -0.774 2.2 -1.3 -0.3
H -1.007 3.389 -5.744 1.2 -1.5 1.4
H 0.675 2.850 -4.860 -2.4 -0.1 0.0
H 0.013 -0.437 -5.081 -0.4 2.1 0.0
H -5.688 1.085 -2.782 1.7 -1.1 0.0
H -5.042 0.632 -0.101 2.4 0.9 0.2
H -4.196 1.993 0.936 0.4 -1.9 -1.8
H -2.283 0.646 1.634 -1.7 -1.7 -1.1
H -3.828 -0.574 1.805 1.6 1.2 -1.5
H -2.127 -2.084 0.752 -0.3 2.1 -1.6
H -1.284 -0.704 -0.312 -2.4 -0.8 0.5
O 0.681 -3.354 2.195 0.1 -0.5 0.4
C 0.825 -4.242 3.026 -0.2 1.0 -0.9
C 1.165 -5.616 2.602 0.1 -0.4 -0.5
C 1.344 -5.897 1.241 0.1 -0.3 -0.1
C 1.705 -7.183 0.836 -0.1 0.3 0.2
C 1.888 -8.189 1.785 -0.1 0.2 0.3
C 1.693 -7.915 3.139 0.1 -0.1 -0.3
C 1.325 -6.627 3.548 0.2 -0.4 -0.5
C 1.103 -6.351 4.981 0.1 -1.1 1.1
O 1.189 -7.253 5.807 0.0 0.5 -0.5
C 0.783 -4.975 5.407 -0.1 0.4 0.5
C 0.606 -4.694 6.769 0.0 0.3 0.1
C 0.336 -3.389 7.184 0.1 -0.3 -0.2
C 0.243 -2.363 6.244 0.0 -0.1 -0.4
C 0.405 -2.643 4.885 0.0 0.0 0.3
C 0.670 -3.953 4.465 -0.1 0.4 0.4
H 1.208 -5.116 0.495 0.0 -0.1 0.3
H 1.848 -7.399 -0.221 0.0 0.1 0.2
H 2.182 -9.188 1.470 -0.1 0.2 0.1
H 1.833 -8.706 3.874 -0.1 0.3 -0.1
H 0.682 -5.489 7.509 0.0 0.1 -0.3
H 0.203 -3.173 8.242 0.0 0.0 -0.2
H 0.042 -1.344 6.568 0.0 -0.2 0.0
H 0.327 -1.837 4.158 0.0 -0.3 0.1
O 6.838 -5.596 -5.054 -0.1 0.5 0.5
C 6.646 -4.709 -4.232 0.3 -1.1 -1.0
C 7.709 -3.732 -3.922 0.6 0.2 -0.1
C 8.938 -3.809 -4.591 0.2 0.2 0.1
C 9.933 -2.865 -4.333 -0.3 -0.2 0.0
C 9.705 -1.844 -3.412 -0.4 -0.1 0.1
C 8.488 -1.775 -2.732 0.3 0.0 -0.1
C 7.490 -2.725 -2.983 0.6 0.2 -0.1
C 6.213 -2.655 -2.246 -0.2 1.1 1.1
O 6.042 -1.803 -1.382 0.1 -0.5 -0.6
C 5.143 -3.619 -2.569 -0.6 -0.2 0.1
C 3.914 -3.539 -1.902 -0.2 -0.2 -0.1
C 2.885 -4.425 -2.224 0.3 0.2 0.0
C 3.079 -5.390 -3.212 0.4 0.1 -0.1
C 4.308 -5.481 -3.869 -0.3 0.0 0.2
C 5.345 -4.597 -3.543 -0.7 -0.2 0.1
H 9.121 -4.600 -5.316 -0.2 0.1 0.2
H 10.885 -2.924 -4.856 -0.2 0.0 0.1
H 10.476 -1.101 -3.220 -0.2 -0.1 0.0
H 8.319 -0.978 -2.010 -0.1 -0.3 -0.1
H 3.753 -2.785 -1.133 0.2 -0.1 -0.2
H 1.930 -4.359 -1.708 0.2 0.0 -0.1
H 2.274 -6.075 -3.470 0.2 0.1 0.0
H 4.453 -6.240 -4.636 0.1 0.2 0.2
O 0.071 -0.353 9.065 0.0 0.3 0.4
C 0.091 0.443 9.996 0.0 -0.8 -1.0
C -1.163 1.050 10.487 -0.6 0.0 -0.1
C -2.383 0.697 9.896 -0.3 0.1 0.1
C -3.575 1.236 10.381 0.3 -0.1 0.0
C -3.554 2.126 11.454 0.4 0.0 0.1
C -2.338 2.493 12.033 -0.3 -0.1 -0.1
C -1.139 1.959 11.544 -0.6 0.0 0.0
C 0.143 2.366 12.151 0.0 1.1 1.1
O 0.168 3.206 13.044 0.0 -0.6 -0.6
C 1.394 1.744 11.674 0.7 0.0 0.1
C 2.613 2.097 12.267 0.2 -0.1 -0.1
C 3.797 1.490 11.846 -0.4 0.1 0.0
C 3.767 0.531 10.834 -0.4 0.0 -0.1
C 2.555 0.188 10.231 0.3 0.1 0.1
C 1.366 0.800 10.648 0.6 -0.1 0.0
H -2.408 -0.001 9.061 0.2 0.1 0.2
H -4.522 0.957 9.923 0.2 0.0 0.1
H -4.484 2.537 11.840 0.2 -0.1 -0.1
H -2.329 3.192 12.867 0.2 -0.2 -0.2
H 2.644 2.842 13.061 -0.2 -0.2 -0.2
H 4.742 1.762 12.311 -0.2 0.0 -0.1
H 4.689 0.050 10.512 -0.2 0.1 0.0
H 2.541 -0.560 9.440 -0.2 0.2 0.2
O -4.109 5.484 -7.422 -0.5 -0.1 -0.4
C -5.058 5.132 -8.113 1.1 0.2 0.8
C -5.302 3.699 -8.374 0.2 -0.6 0.1
C -4.455 2.737 -7.810 0.0 -0.2 -0.1
C -4.703 1.379 -8.019 0.0 0.3 0.0
C -5.795 0.980 -8.789 -0.1 0.4 -0.1
C -6.631 1.937 -9.367 0.2 -0.2 0.1
C -6.380 3.300 -9.164 0.1 -0.6 0.1
C -7.258 4.306 -9.793 -1.1 -0.6 -0.9
O -8.172 3.956 -10.532 0.5 0.3 0.4
C -7.026 5.737 -9.516 -0.2 0.7 -0.1
C -7.876 6.699 -10.079 0.0 0.3 0.1
C -7.684 8.052 -9.796 0.0 -0.4 0.0
C -6.648 8.448 -8.951 0.2 -0.4 0.1
C -5.791 7.493 -8.401 -0.2 0.3 -0.1
C -5.977 6.134 -8.688 -0.2 0.7 -0.1
H -3.604 3.041 -7.203 -0.3 0.0 -0.1
H -4.047 0.633 -7.577 -0.1 0.2 0.0
H -5.996 -0.078 -8.942 0.0 0.2 0.0
H -7.478 1.618 -9.971 0.2 0.3 0.1
H -8.690 6.396 -10.736 0.3 -0.1 0.2
H -8.347 8.796 -10.231 0.1 -0.2 0.1
H -6.504 9.502 -8.723 0.0 -0.2 0.0
H -4.982 7.811 -7.745 -0.1 -0.3 -0.2
```
Forces are in eV/Å.

## Properties
SMILES: CCC[C@H](C)C1=C(COO)C(=O)C(O)=C(CCCF)C1=O.O=C1c2ccccc2C(=O)c2ccccc21.O=C1c2ccccc2C(=O)c2ccccc21.O=C1c2ccccc2C(=O)c2ccccc21.O=C1c2ccccc2C(=O)c2ccccc21
Calculated total energy, eV: -103810.30846
Frontier orbital gap, Eh: 0.282

=====

(3)
A gas-phase ion, C8H13N4O (charge +1) in a non-equilibrium geometry. Source: the Open Molecules 2025 dataset; level of theory: ωB97M-V/def2-TZVPD.

The geometry in XYZ format:
```
26
Properties=species:S:1:pos:R:3:forces:R:3
C 1.359 3.101 -2.079 -1.0 1.2 -4.4
C 1.026 1.723 -1.739 1.4 -0.8 0.1
C 1.396 0.760 -2.800 -2.7 -0.8 -1.2
N 0.514 1.487 -0.618 -0.8 0.0 1.3
C 0.212 0.309 0.011 1.7 0.5 0.3
C 1.019 -0.683 0.624 -0.3 1.8 -2.5
N 0.248 -1.417 1.405 -2.2 -0.8 0.3
C 0.736 -2.675 2.067 -2.3 -0.5 -1.8
C -1.006 -0.921 1.350 0.2 1.0 -0.3
C -2.177 -1.249 2.145 1.6 -0.6 0.4
N -3.358 -0.759 1.699 -2.6 0.1 0.8
O -1.895 -1.981 3.071 -1.9 -0.3 0.5
N -1.024 0.185 0.568 -1.0 -1.0 -0.7
H 0.708 3.381 -3.039 1.1 -0.7 1.7
H 2.357 3.305 -2.508 -0.2 -0.5 0.6
H 1.064 3.852 -1.429 -0.3 1.0 1.8
H 2.281 1.157 -3.262 0.2 -0.3 -0.7
H 0.433 0.908 -3.484 2.2 -0.5 0.7
H 1.447 -0.343 -2.595 0.1 1.2 0.2
H 1.992 -1.046 0.399 0.7 0.4 -0.1
H 0.657 -3.576 1.336 -0.1 1.7 1.1
H 1.767 -2.487 2.228 0.7 -0.1 1.0
H -0.037 -2.745 2.846 1.3 -0.7 0.4
H -3.570 0.206 1.395 0.9 -0.9 0.2
H -4.210 -1.113 2.180 1.1 0.2 -0.2
H -1.938 0.621 0.231 2.2 -0.6 0.6
```
Forces are in eV/Å.

## Properties
Total charge: +1
Relative energy (zero: lowest compared OMol25 entry of this formula, charge and spin), kcal per mole: 5.62
SMILES: CC(C)=Nc1cn(C)c(C(N)=O)[nH+]1
Calculated total energy, eV: -16507.31599
Frontier orbital gap, Eh: 0.315

=====

(4)
A molecular structure, C27H27Zr in a non-equilibrium geometry. Source: the Open Molecules 2025 dataset; level of theory: ωB97M-V/def2-TZVPD.

The geometry in XYZ format:
```
55
Properties=species:S:1:pos:R:3:forces:R:3
C 1.531 0.010 1.060 1.0 0.0 -0.2
C 0.846 1.349 1.111 -0.9 0.0 -0.6
C -0.468 1.619 1.095 1.6 0.7 -0.2
C -1.526 0.675 1.088 -1.6 -2.5 -0.2
C -1.510 -0.710 1.094 -1.8 2.4 -0.2
C -0.439 -1.636 1.123 2.1 -0.7 -0.2
C 0.876 -1.341 1.151 -1.3 -0.2 -0.6
H 2.260 0.004 0.204 -0.5 0.0 0.7
H 1.558 2.163 1.304 -0.4 -0.2 -0.5
H -0.746 2.671 1.045 -0.1 -0.1 0.4
H -2.525 1.132 1.104 0.3 -0.3 0.0
H -2.498 -1.192 1.107 0.3 0.4 0.0
H -0.693 -2.694 1.087 -0.1 0.1 0.4
H 1.599 -2.131 1.402 -0.4 0.2 -0.6
C 2.216 0.026 2.379 1.2 0.5 2.0
Zr 4.519 0.176 6.583 1.2 -0.7 -3.3
C 3.282 1.935 6.639 -1.2 1.5 0.0
C 6.795 0.745 6.583 0.8 -0.4 0.1
C 6.891 -0.417 5.732 -0.4 0.5 -0.2
C 6.641 -0.022 4.365 -0.3 0.3 0.4
C 6.542 -0.757 3.165 0.2 0.2 0.3
C 6.229 -0.084 1.989 -0.2 0.3 -0.3
C 5.949 1.307 1.992 0.1 -0.4 -0.1
C 5.968 2.041 3.178 0.0 -0.3 0.1
C 6.325 1.394 4.378 -0.4 -0.5 0.3
C 6.365 1.831 5.750 -0.4 0.0 -0.1
C 4.141 -2.305 5.969 0.0 -0.3 0.1
C 4.602 -2.026 7.296 -0.2 -0.3 1.6
C 3.525 -1.359 8.006 0.1 -0.8 -0.3
C 3.549 -0.495 9.141 -1.2 -0.7 0.3
C 2.322 0.040 9.566 0.8 0.0 -0.1
C 1.161 -0.080 8.771 -0.4 -0.2 0.0
C 1.174 -0.726 7.545 0.4 -0.2 0.3
C 2.379 -1.333 7.107 0.3 0.4 0.0
C 2.799 -1.881 5.843 -0.1 0.5 0.6
H 2.925 -0.768 2.554 0.2 -0.6 0.0
H 1.402 -0.050 3.122 0.6 0.1 0.0
H 2.798 0.928 2.593 -0.2 0.1 -0.1
H 3.448 2.338 7.645 0.0 0.4 0.3
H 3.544 2.728 5.926 0.0 -0.1 0.1
H 2.206 1.757 6.548 0.0 0.0 0.1
H 7.106 0.816 7.625 0.4 0.0 -0.5
H 7.324 -1.374 5.997 -0.2 0.0 0.2
H 6.720 -1.836 3.188 0.0 0.3 -0.2
H 6.182 -0.634 1.040 0.0 0.2 0.4
H 5.706 1.797 1.042 0.1 -0.1 0.4
H 5.713 3.101 3.192 0.1 -0.2 -0.1
H 6.208 2.866 6.037 0.1 -0.2 0.2
H 4.671 -2.875 5.208 0.0 0.3 0.3
H 5.555 -2.288 7.744 -0.2 0.0 -0.2
H 4.462 -0.440 9.743 -0.4 0.1 -0.1
H 2.246 0.556 10.529 0.1 0.0 -0.5
H 0.226 0.350 9.153 0.4 -0.2 -0.2
H 0.273 -0.830 6.941 0.2 0.3 0.1
H 2.105 -2.062 5.023 0.4 0.2 0.0
```
Forces are in eV/Å.

## Properties
Total charge: -1
Relative energy (zero: lowest compared OMol25 entry of this formula, charge and spin), kcal per mole: 12.86
Calculated total energy, eV: -29713.24652
Frontier orbital gap, Eh: 0.120

=====

(5)
A molecular structure, C27H32Br2N7O5Y. Source: the Open Molecules 2025 dataset; level of theory: ωB97M-V/def2-TZVPD.

The geometry in XYZ format:
```
74
Properties=species:S:1:pos:R:3:forces:R:3
Y -0.984 -0.220 -0.470 0.0 -0.1 0.0
O 2.901 2.796 -3.355 0.0 0.0 0.0
C 2.271 3.757 -2.598 0.0 0.0 0.0
C 2.696 5.075 -2.575 0.0 0.0 0.0
C 2.021 5.997 -1.789 0.0 0.0 0.0
C 0.929 5.602 -1.031 0.0 0.0 0.0
C 0.515 4.278 -1.063 0.0 0.0 0.0
C 1.180 3.342 -1.839 0.0 0.0 0.0
C 0.716 1.906 -1.909 0.0 0.0 0.0
O -0.369 1.634 -1.110 -0.1 0.1 -0.1
N 1.826 1.025 -1.464 0.0 0.0 0.0
N 1.430 -0.236 -1.156 0.0 0.0 0.0
C 2.276 -1.196 -1.209 0.0 0.0 0.0
C 1.990 -2.527 -0.702 0.0 0.0 0.0
Br 0.597 -2.622 0.630 0.0 0.0 0.0
C 2.662 -3.649 -0.968 0.0 0.0 0.0
C 3.722 -3.772 -1.976 0.0 0.0 0.0
C 3.666 -3.105 -3.201 0.0 0.0 0.0
C 4.696 -3.243 -4.118 0.0 0.0 0.0
C 5.788 -4.046 -3.822 0.0 0.0 0.0
C 5.841 -4.731 -2.614 0.0 0.0 0.0
C 4.808 -4.606 -1.701 0.0 0.0 0.0
H 3.583 3.206 -3.898 0.0 0.0 0.0
H 3.549 5.379 -3.171 0.0 0.0 0.0
H 2.351 7.026 -1.775 0.0 0.0 0.0
H 0.397 6.325 -0.427 0.0 0.0 0.0
H -0.352 3.956 -0.501 0.0 0.0 0.0
H 0.481 1.665 -2.959 0.0 0.0 0.0
H 2.659 1.096 -2.044 0.0 0.0 0.0
H 3.284 -1.040 -1.590 0.0 0.0 0.0
H 2.437 -4.537 -0.388 0.0 0.0 0.0
H 2.796 -2.512 -3.457 0.0 0.0 0.0
H 4.640 -2.734 -5.071 0.0 0.0 0.0
H 6.590 -4.153 -4.539 0.0 0.0 0.0
H 6.684 -5.368 -2.388 0.0 0.0 0.0
H 4.847 -5.147 -0.763 0.0 0.0 0.0
O -3.652 -4.326 -4.929 0.0 0.0 0.0
C -3.024 -3.634 -3.985 0.0 0.0 0.0
C -2.140 -4.193 -3.058 0.0 0.0 0.0
C -1.555 -3.369 -2.127 0.0 0.0 0.0
N -1.779 -2.044 -2.052 0.0 0.0 0.0
C -2.627 -1.547 -2.957 0.0 0.0 0.0
Br -2.903 0.322 -2.823 0.0 0.0 0.0
C -3.274 -2.261 -3.930 0.0 0.0 0.0
H -3.433 -5.266 -4.899 0.0 0.0 0.0
H -1.916 -5.251 -3.062 0.0 0.0 0.0
H -0.872 -3.780 -1.398 0.0 0.0 0.0
H -3.951 -1.796 -4.630 0.0 0.0 0.0
N -0.233 0.697 1.756 0.0 0.0 0.0
C -1.335 0.806 2.737 0.0 0.0 0.0
C -1.160 -0.285 3.801 0.0 0.0 0.0
C -2.248 -0.428 4.869 0.0 0.0 0.0
C -2.467 0.777 5.783 0.0 0.0 0.0
N -3.291 1.780 5.115 0.0 0.0 0.0
C -3.840 2.821 5.707 0.0 0.0 0.0
N -3.587 3.106 6.987 0.0 0.0 0.0
N -4.658 3.613 5.005 0.0 0.0 0.0
C -2.686 0.656 2.012 0.0 0.0 0.0
O -3.697 1.126 2.525 0.0 0.0 0.0
O -2.652 0.015 0.903 0.0 0.0 0.0
H 0.597 0.315 2.197 0.0 0.0 0.0
H 0.030 1.616 1.402 0.0 0.0 0.0
H -1.326 1.788 3.214 0.0 0.0 0.0
H -0.201 -0.107 4.298 0.0 0.0 0.0
H -1.069 -1.245 3.284 0.0 0.0 0.0
H -1.959 -1.265 5.505 0.0 0.0 0.0
H -3.202 -0.706 4.417 0.0 0.0 0.0
H -1.505 1.210 6.080 0.0 0.0 0.0
H -2.979 0.437 6.687 0.0 0.0 0.0
H -3.519 1.604 4.118 0.0 0.0 0.0
H -2.949 2.547 7.525 0.0 0.0 0.0
H -4.040 3.873 7.451 0.0 0.0 0.0
H -4.923 3.357 4.068 0.0 0.0 0.0
H -5.099 4.415 5.419 0.0 0.0 0.0
```
Forces are in eV/Å.

## Properties
Total charge: +2
Relative energy (zero: lowest compared OMol25 entry of this formula, charge and spin), kcal per mole: 0.00
Calculated total energy, eV: -190307.70836
Frontier orbital gap, Eh: 0.278

=====

(6)
A single C5H10O2S molecule in a non-equilibrium geometry. Source: the Open Molecules 2025 dataset; level of theory: ωB97M-V/def2-TZVPD.

The geometry in XYZ format:
```
18
Properties=species:S:1:pos:R:3:forces:R:3
C -2.629 -0.535 -0.413 0.1 -4.0 -0.6
C -1.418 0.321 -0.426 0.6 1.3 0.8
O -1.388 1.444 -1.258 0.2 -0.1 0.1
C -0.752 0.703 0.861 0.1 -1.0 -0.4
C -0.111 -0.382 -0.059 0.1 2.3 1.9
O -0.178 -1.661 0.386 1.3 -2.2 4.6
C 1.249 0.089 -0.507 -0.1 -3.0 -2.7
S 2.545 0.001 0.673 1.1 2.7 2.0
H -3.640 -0.214 -0.190 0.3 0.9 0.2
H -2.391 -1.427 0.280 -0.5 1.6 -0.8
H -2.712 -1.137 -1.387 0.1 1.1 0.9
H -1.683 1.173 -2.110 -0.4 -0.2 -1.3
H -0.093 1.577 0.823 -0.9 0.0 0.4
H -1.303 0.404 1.751 0.6 0.1 0.1
H 0.153 -1.725 1.478 -1.3 0.5 -4.9
H 1.196 1.017 -0.953 -0.2 2.2 -0.7
H 1.606 -0.571 -1.407 -0.6 0.8 1.6
H 2.628 1.455 1.183 -0.4 -3.0 -1.1
```
Forces are in eV/Å.

## Properties
Relative energy (zero: lowest compared OMol25 entry of this formula, charge and spin), kcal per mole: 74.23
SMILES: C[C@@]1(O)C[C@]1(O)CS
Calculated total energy, eV: -20274.47299
Frontier orbital gap, Eh: 0.357

=====

> Which of these has the lowest frontier orbital gap?

C27H27Zr

=====

> Which of these has the lowest calculated total energy?

C27H32Br2N7O5Y